(1)
DFT (ωB97M-V/def2-TZVPD) results for a 9-piece molecular cluster, C28H78N12O13 overall in a non-equilibrium geometry.

Summary:
2S+1	1
maximum force	0.1440	hartree/bohr
E	-74794.4352	eV
SMILES	COCCNCCOC.COCCNCCOC.COCCNCCOC.COCCNCCOC.NC(N)=O.NC(N)=O.NC(N)=O.NC(N)=O.O

Geometry as XYZ:
```
131
Properties=species:S:1:pos:R:3:forces:R:3:mulliken_charge:R:1
C 10.637685 18.882850 11.926530 -0.35 -0.14 0.40 0.521
O 10.115495 19.946330 11.989370 -1.96 3.26 0.08 -0.719
N 10.239705 17.778220 12.478010 -2.67 -3.31 2.39 -0.200
N 11.738515 18.649410 11.296040 4.46 0.58 -2.85 -0.117
H 10.904385 17.023420 12.570660 -0.37 -0.46 0.22 0.170
H 9.304925 17.728110 12.857190 0.46 -0.04 0.18 0.164
H 12.074465 19.438710 10.762890 0.39 -0.50 -0.05 0.183
H 12.096385 17.711240 11.187170 0.11 0.38 -0.34 -0.012
C 13.845455 16.542890 7.984810 2.58 1.23 -2.59 0.629
O 13.200515 16.646850 6.987540 -2.51 0.19 -3.22 -0.759
N 13.401055 16.297620 9.132050 -4.49 -1.64 5.65 0.018
N 15.129865 16.701600 8.072550 4.75 0.73 -1.58 -0.255
H 14.009195 16.108500 9.915950 -0.56 0.04 -0.32 -0.136
H 12.487725 15.885840 9.004160 -0.42 -0.40 1.28 -0.130
H 15.684895 17.073830 7.315260 -0.26 -0.20 0.16 0.200
H 15.529885 16.524220 8.982840 0.68 0.61 -0.13 0.611
C 10.028895 15.514790 8.545960 1.14 -0.87 -0.33 0.694
O 10.989365 14.929420 8.990370 2.00 -1.28 1.75 -0.887
N 8.938825 15.749990 9.210430 -2.07 0.47 1.22 -0.391
N 10.018745 15.888330 7.300530 -0.47 1.25 -3.19 -0.429
H 8.857035 15.270700 10.095690 -0.69 0.41 -0.20 0.243
H 8.239405 16.182310 8.623900 -0.68 -0.21 1.31 0.143
H 10.904965 16.028040 6.836640 0.09 0.03 -0.13 0.267
H 9.161635 16.272090 6.928770 0.60 0.17 -0.34 0.131
C 12.465145 14.418640 12.554670 0.44 2.00 3.52 -0.122
O 12.321815 15.618030 12.859640 0.30 0.62 -0.36 -0.371
N 13.021535 13.531420 13.374910 0.77 -0.02 1.57 1.990
N 12.012645 13.848580 11.516720 -1.92 -2.26 -4.90 0.278
H 13.303835 13.870310 14.283510 0.21 -0.23 0.05 -0.886
H 13.139835 12.584220 13.044880 0.31 0.09 0.38 -0.585
H 12.043455 12.839170 11.532470 -0.08 0.15 -0.48 0.054
H 11.678495 14.297400 10.675890 -0.27 0.32 0.01 0.177
O 13.252615 11.194030 12.043340 0.07 0.10 -0.46 -0.427
H 13.807865 11.220850 11.264110 0.34 -0.05 -0.29 0.119
H 13.427695 10.337630 12.433420 -0.26 -0.77 0.26 0.080
C 19.433915 14.149930 9.782200 -0.32 0.53 0.68 -0.750
O 18.313935 14.782980 10.419740 -1.22 -1.69 0.03 -0.374
C 17.024535 14.257440 9.967230 -1.95 1.98 0.52 -0.855
C 15.920405 14.941620 10.905610 1.92 -0.42 -0.95 -0.218
N 16.046765 16.383870 10.691340 0.67 -0.68 1.59 -0.690
C 15.507955 17.043570 11.895490 0.31 -0.15 -0.51 1.217
C 15.668695 18.539750 11.805420 0.29 0.45 0.20 -0.952
O 15.788775 19.165230 13.099320 0.45 -1.11 -0.97 -0.444
C 14.550775 19.361760 13.659120 -2.12 0.68 0.93 -0.399
H 20.348205 14.526320 10.241020 -0.14 0.69 -0.24 0.250
H 19.347145 14.408850 8.726970 0.52 -0.56 -0.16 0.334
H 19.527045 13.095220 10.041070 -0.65 -0.33 -0.54 0.236
H 16.739615 13.205410 9.979760 1.28 -0.45 0.20 0.276
H 16.794585 14.657750 8.979830 0.42 -0.24 -0.42 0.512
H 16.330345 14.667990 11.877810 -0.71 -0.08 0.60 0.150
H 14.867435 14.699800 10.761080 0.25 -1.00 0.01 0.256
H 17.055235 16.385920 10.746850 0.54 1.29 -0.25 0.590
H 15.993225 16.703670 12.810420 0.05 -0.28 0.14 -0.026
H 14.460515 16.741980 11.900450 -0.19 0.18 0.59 -0.573
H 14.818345 18.846320 11.196300 -0.16 0.92 0.27 0.371
H 16.569215 18.854560 11.278120 0.11 -0.37 -0.07 0.353
H 14.504715 19.469120 14.742840 1.12 0.54 0.20 0.352
H 13.812485 18.561530 13.607400 0.12 -0.59 -1.00 -0.080
H 14.103965 20.250660 13.213790 -0.36 0.11 0.07 0.345
C 8.665645 13.988660 15.011260 -1.33 -0.05 -1.60 -0.444
O 7.581465 13.077230 14.754030 0.61 -0.53 2.01 -0.448
C 7.780055 11.800790 15.363210 -1.60 -1.06 -1.18 -0.742
C 8.714065 10.874710 14.586440 0.96 1.14 1.17 -0.477
N 10.107245 11.215760 15.001130 -0.29 -0.99 1.46 0.021
C 11.132055 10.683150 14.191050 1.27 -1.17 -2.68 0.716
C 11.372745 9.149150 14.174830 0.00 0.77 1.08 -0.979
O 12.380205 8.756950 13.247070 -0.43 1.39 -0.70 -0.177
C 12.849015 7.451620 13.399890 -0.02 -0.34 -0.18 -0.924
H 9.334765 13.764750 14.180450 0.89 0.55 0.41 0.126
H 9.096265 13.958460 16.012140 0.00 -0.29 -0.03 0.216
H 8.190285 14.951950 14.826300 0.45 0.25 0.17 0.360
H 6.782735 11.361040 15.372510 -0.23 -0.13 -0.56 0.443
H 7.975575 11.701110 16.430890 0.83 1.08 0.19 0.343
H 8.543135 10.906410 13.510390 0.06 0.41 -0.31 0.338
H 8.466835 9.854690 14.880600 0.31 -0.12 0.22 0.420
H 10.385495 12.185530 15.048330 -1.17 0.22 0.12 -0.262
H 12.138305 11.073050 14.344410 -0.24 0.57 0.72 -0.706
H 10.864155 11.056220 13.202540 0.47 -0.58 -0.99 0.409
H 10.404265 8.659980 14.070570 0.15 -0.58 -0.35 0.368
H 11.803175 8.934190 15.152900 -0.41 -0.30 0.44 0.442
H 13.162585 7.295660 14.432100 -0.18 -0.40 0.14 0.418
H 13.709555 7.272340 12.755340 0.12 0.46 -0.04 0.209
H 12.098335 6.750220 13.035720 -0.21 -0.31 0.50 0.302
C 16.575755 14.037650 18.548040 -0.68 -1.53 -1.34 -0.433
O 15.791665 12.798070 18.512170 1.11 1.05 1.38 -0.321
C 14.884395 12.737090 19.578930 -2.52 -0.64 -0.15 -0.666
C 13.435995 13.188440 19.140990 0.98 0.43 2.02 -0.572
N 13.189925 12.791280 17.820030 -0.26 -0.11 -1.62 -0.127
C 12.036145 13.398590 17.150550 0.27 -0.84 -0.49 -0.402
C 12.420485 14.688530 16.433790 -0.32 0.11 1.89 -0.710
O 13.694615 14.612230 15.839890 0.34 1.62 -0.98 0.392
C 14.257775 15.986350 15.658590 -0.48 -1.30 1.13 -0.771
H 15.890885 14.835280 18.260230 0.26 0.42 0.23 0.174
H 17.285305 13.845830 17.743150 0.15 0.44 0.04 0.035
H 17.124635 14.227040 19.470510 -0.35 -0.17 0.19 0.416
H 15.135865 13.245160 20.509920 0.55 0.42 -0.23 0.385
H 14.673565 11.714750 19.892710 0.82 -0.44 -0.39 0.343
H 13.342165 14.259060 19.322850 -0.16 0.56 -0.07 0.327
H 12.761145 12.695650 19.840870 -0.22 0.02 0.08 0.457
H 13.974615 13.169230 17.308640 0.42 -0.57 -0.37 -0.324
H 11.232885 13.587220 17.862790 -0.04 0.21 0.04 0.568
H 11.620035 12.697060 16.427500 0.16 -0.28 0.07 -0.339
H 12.517075 15.358860 17.287850 -0.17 0.88 -0.20 0.747
H 11.598735 14.986060 15.782400 0.26 0.34 -0.39 0.146
H 14.435255 16.313510 16.683070 0.35 0.25 0.04 0.369
H 13.566345 16.709980 15.226870 -0.15 -0.49 -0.44 0.174
H 15.198415 15.917130 15.112220 -0.29 -0.13 -0.06 -0.101
C 17.778485 14.641270 14.875350 -1.18 -2.23 0.50 -0.270
O 17.495675 13.186270 14.884280 0.37 1.07 -0.55 -0.532
C 16.092045 12.783970 14.846840 1.81 -0.15 1.02 2.037
C 16.058975 11.283960 14.394760 0.18 2.47 -0.96 -0.751
N 16.695055 11.123860 13.058440 -0.34 -2.18 1.38 -0.136
C 16.619355 9.656910 12.856680 0.72 -0.13 -0.17 -0.325
C 16.980465 9.243050 11.466590 -0.73 -0.34 -0.86 -0.857
O 15.839755 9.651250 10.668500 0.33 0.00 -0.55 -0.125
C 16.108225 9.709480 9.259640 0.21 1.10 1.02 -0.948
H 17.399735 15.079200 13.951840 0.23 0.14 -0.11 -0.196
H 18.850005 14.771140 15.027310 -0.13 -0.13 -0.32 0.377
H 17.256515 15.075700 15.727940 -0.03 0.32 0.06 0.187
H 15.511165 13.527050 14.300490 -0.12 -0.43 -0.60 -0.613
H 15.795425 12.872910 15.891930 -0.63 -0.30 0.06 -0.737
H 15.032675 10.919830 14.347800 -0.36 0.08 0.28 0.005
H 16.599475 10.662260 15.108520 0.13 0.23 0.02 0.608
H 16.204915 11.605870 12.318490 -0.43 0.03 0.10 0.106
H 15.695225 9.113720 13.054220 -1.25 0.76 -0.15 0.030
H 17.167535 9.134660 13.640810 1.09 0.35 -0.20 0.532
H 17.040005 8.163030 11.332070 0.16 -0.28 0.40 0.429
H 17.922935 9.638490 11.087790 -0.03 0.52 0.00 0.400
H 15.192165 10.019150 8.756620 -0.10 -0.60 -0.01 0.283
H 16.581065 8.811210 8.862630 -0.30 -0.18 -0.02 0.336
H 16.781125 10.555490 9.119730 0.43 -0.02 -0.31 0.295
```
Positions in Å, forces in eV/Å.

(2)
DFT (ωB97M-V/def2-TZVPD) results for a 3-piece molecular cluster, C4H9NO overall.

Summary:
2S+1	1
maximum force	0.0066	hartree/bohr
E	-7827.8521	eV

Geometry as XYZ:
```
15
Properties=species:S:1:pos:R:3:forces:R:3:mulliken_charge:R:1
C -1.728644 1.666686 -0.149247 -0.15 0.16 -0.16 -0.639
O -1.069351 0.927508 0.869152 0.03 -0.03 0.03 -0.376
C -0.007296 0.181152 0.493472 0.18 -0.28 -0.02 1.048
N 0.387922 0.249524 -0.782940 0.07 -0.15 0.16 -0.469
C 1.364374 -0.533903 -1.180824 0.06 0.07 0.04 -0.606
C 0.432070 -0.789402 1.382821 0.06 0.16 0.02 -1.205
H -1.051932 2.390241 -0.613890 -0.11 -0.09 0.06 0.282
H -2.545951 2.186409 0.353400 0.12 -0.07 -0.08 0.232
H -2.121137 1.005603 -0.928148 0.05 0.09 0.11 0.306
H 1.517429 -0.639933 -2.254489 -0.06 0.01 0.15 0.298
H 2.240783 -0.748693 -0.560305 -0.17 -0.01 -0.06 0.309
H 0.772494 -2.002278 -0.599480 -0.01 0.02 0.03 0.158
H 1.486461 -1.043979 1.436456 -0.19 0.02 -0.09 0.350
H -0.135864 -0.934744 2.296469 0.06 0.03 -0.13 0.290
H 0.451280 -1.972362 0.210886 0.06 0.08 -0.07 0.021
```
Positions in Å, forces in eV/Å.

(3)
DFT (ωB97M-V/def2-TZVPD) results for C10H16AuN2PSe as an isolated structure in a non-equilibrium geometry.

Summary:
2S+1	3
maximum force	0.1471	hartree/bohr
expectation value of S²	2.0107
E	-91930.0423	eV

Geometry as XYZ:
```
31
Properties=species:S:1:pos:R:3:forces:R:3:mulliken_charge:R:1
C -1.947889 0.462686 -2.875391 -0.97 -0.36 -0.60 -0.312
C -0.812707 -0.067309 -3.665844 -0.96 1.04 -1.54 -0.514
C 0.240696 0.961811 -3.571241 0.42 1.61 -1.05 -1.401
C -0.031911 1.588931 -2.246257 -1.29 1.69 -1.21 -0.280
C -1.476096 1.384183 -2.016641 -0.22 1.45 0.46 -0.350
Au 0.564919 -0.346411 -2.113912 3.19 -5.65 3.90 0.169
P 0.945866 -2.608316 -1.300308 -0.81 1.23 -2.06 -0.120
H -2.990737 0.168665 -3.031101 0.50 -0.02 0.30 0.432
H -0.892122 -0.820673 -4.458417 -0.03 0.60 0.28 0.505
H 1.071142 1.211224 -4.234068 -0.47 -0.21 0.09 0.505
H -2.030253 2.007767 -1.312711 -0.01 -0.43 -0.17 0.359
H 0.591401 2.318184 -1.719345 -0.35 -0.17 -0.52 0.665
H 2.102520 -2.997340 -0.575048 -0.34 -0.44 0.01 0.070
H 0.645616 -3.565081 -2.391608 0.15 0.21 1.54 0.098
H -0.123203 -2.659234 -0.358534 0.59 -0.97 -0.23 0.058
C 0.292391 2.614111 1.574592 -0.07 0.31 -0.04 -0.860
N 0.203798 1.268574 2.131318 -0.28 -0.69 -0.50 0.162
C -0.669242 0.939326 3.155345 0.27 -0.42 -0.06 -0.458
C -0.562690 -0.388185 3.377840 0.39 0.46 -0.18 -0.496
N 0.394205 -0.877823 2.498113 -0.46 0.39 -0.66 0.144
C 0.729743 -2.285253 2.337388 0.00 -0.20 0.10 -0.970
C 0.797169 0.123586 1.647848 0.11 0.29 0.76 0.278
Se 1.956135 -0.060611 0.187899 0.38 0.59 1.07 -0.408
H -0.688740 2.937663 1.186997 0.39 -0.28 0.05 0.322
H 1.031477 2.630261 0.763531 -0.22 -0.10 0.33 0.227
H 0.579259 3.321949 2.370947 0.04 -0.35 -0.33 0.355
H -1.300786 1.658022 3.639276 0.02 0.17 0.01 0.447
H -1.074940 -0.989534 4.100836 0.04 -0.24 0.06 0.418
H 0.761408 -2.759694 3.325149 0.04 0.17 -0.21 0.330
H -0.016422 -2.809216 1.720276 0.23 0.25 0.22 0.277
H 1.710001 -2.362274 1.853085 -0.28 0.06 0.17 0.347
```
Positions in Å, forces in eV/Å.

(4)
DFT (ωB97M-V/def2-TZVPD) results for an isolated ion of composition C7H12ClN2 and charge +1 in a non-equilibrium geometry.

Summary:
2S+1	1
maximum force	0.1256	hartree/bohr
E	-22946.7253	eV
net charge	+1
SMILES	CC1=C(Cl)N=C[C@H](C)[N@H+]1C

Geometry as XYZ:
```
22
Properties=species:S:1:pos:R:3:forces:R:3:mulliken_charge:R:1
C -0.283863 1.814549 0.892292 0.26 -1.08 0.02 -0.197
C -0.715839 -0.787101 -0.176290 -3.76 3.81 1.15 0.332
C -1.741312 0.145685 0.223655 4.30 -3.04 -0.03 0.180
C 0.731127 1.163277 0.068615 3.18 0.20 -2.00 0.115
C -0.804495 -1.961444 -1.028965 -0.40 -1.89 4.62 -1.547
C 0.602678 1.389639 -1.466495 -0.34 1.89 -0.28 -1.010
C 0.884230 -0.708778 1.692866 5.85 -1.94 -1.93 -1.092
N -1.368693 1.216285 1.064667 -2.80 0.38 -0.09 -0.423
N 0.630001 -0.371821 0.234835 -0.26 -0.05 1.93 -0.097
Cl -3.395465 -0.099648 -0.065013 0.29 0.10 -0.07 -0.120
H 0.000705 2.702365 1.418557 -0.19 0.47 0.45 0.418
H 1.743552 1.501285 0.465993 -1.04 -0.84 -0.66 0.465
H -1.655868 -1.913904 -1.577060 -2.87 -0.07 -1.45 0.511
H -0.880936 -2.896930 -0.303680 0.57 1.39 -1.96 0.279
H -0.054683 -1.914852 -1.718163 2.51 -0.68 -1.70 0.491
H 1.198348 0.598106 -1.855201 0.25 -0.69 -0.96 0.319
H 1.077221 2.355868 -1.951603 -1.22 -1.71 1.55 0.353
H -0.491988 1.264415 -1.727921 1.52 0.35 -0.13 0.306
H 1.213258 -1.787538 1.805454 -0.96 0.99 -0.45 0.375
H 1.873681 -0.197028 1.931669 -1.53 -0.21 0.09 0.382
H 0.127522 -0.501583 2.305480 -3.01 1.11 2.23 0.504
H 1.310811 -1.010852 -0.233693 -0.35 1.50 -0.31 0.455
```
Positions in Å, forces in eV/Å.